# 1
{"formula": "C25H23BrClN3O4", "method": "ωB97M-V/def2-TZVPD", "energy_ha": -4466.0192, "smiles": "CC(C)(C)N1C(=O)[C@H]2[C@@H](c3ccc(Br)cc3)N3C(=O)N(c4cccc(Cl)c4)C(=O)[C@@]3(C)[C@H]2C1=O", "fmax_ev_per_a": 0.8, "gap_ev": 9.25, "symbols": ["H", "H", "H", "C", "H", "C", "H", "H", "C", "N", "O", "O", "C", "C", "C", "H", "C", "C", "C", "Cl", "C", "C", "H", "H", "H", "H", "H", "C", "H", "C", "C", "C", "H", "Br", "C", "H", "C", "C", "H", "C", "N", "O", "O", "N", "C", "H", "H", "C", "H", "C", "C", "H", "H", "C", "H", "C", "H"], "positions_angstrom": [[4.672, -1.018, -2.998], [-1.382, 2.234, 2.126], [3.151, -4.527, 3.421], [2.529, -1.127, -2.638], [-0.304, -2.429, 0.593], [0.458, -2.883, 1.204], [-3.837, 2.231, 1.989], [3.299, 2.859, -0.402], [-1.090, 2.289, 0.004], [0.967, 1.375, 1.098], [4.552, 0.835, -1.556], [-0.658, -0.252, 1.307], [-3.242, 2.266, 1.090], [3.954, -1.657, -2.495], [-3.850, 2.310, -0.153], [2.372, -1.752, -4.692], [2.704, 1.948, -0.460], [0.407, 2.338, 0.153], [-3.101, 2.367, -1.312], [-0.913, -5.170, 0.891], [0.391, -4.231, 1.517], [2.211, -0.850, -4.109], [1.244, 2.912, -1.803], [4.173, 2.100, 1.954], [0.661, 3.334, 0.552], [1.287, -5.887, 2.535], [1.176, -0.541, -4.225], [0.485, 0.101, 1.246], [0.541, -1.833, -2.093], [3.096, 2.200, 2.056], [1.125, 0.761, -1.782], [2.415, 1.381, 0.963], [-3.587, 2.411, -2.275], [-5.749, 2.320, -0.263], [3.378, 0.915, -1.347], [1.649, -3.087, -2.640], [1.572, -2.173, -2.058], [-1.719, 2.361, -1.229], [3.999, -2.648, -2.939], [2.784, -0.091, 1.153], [2.358, 0.142, -1.884], [0.092, 0.337, -2.224], [3.885, -0.570, 1.119], [1.605, -0.750, 1.400], [1.315, 2.105, -1.071], [2.862, -0.068, -4.494], [2.819, 3.249, 1.977], [1.510, -2.129, 1.709], [4.237, -1.735, -1.447], [-1.864, 2.266, 1.161], [2.480, -2.718, 2.512], [2.799, 1.834, 3.037], [-1.147, 2.400, -2.141], [1.355, -4.835, 2.309], [3.296, -2.129, 2.896], [2.396, -4.068, 2.801], [1.842, -2.401, -1.029]], "forces_ev_per_a": [[0.06, -0.04, 0.01], [0.04, -0.05, 0.11], [0.07, -0.05, 0.06], [-0.02, -0.38, -0.31], [-0.02, 0.01, -0.04], [-0.02, -0.06, 0.02], [-0.05, 0.00, 0.05], [-0.02, -0.10, -0.05], [-0.12, 0.17, 0.03], [0.12, 0.30, 0.10], [0.21, 0.00, -0.04], [-0.14, -0.24, -0.07], [-0.04, 0.04, 0.03], [0.02, 0.14, -0.03], [-0.14, 0.02, -0.09], [0.03, -0.11, -0.07], [0.14, -0.05, -0.09], [-0.05, 0.10, -0.28], [-0.20, 0.03, 0.03], [-0.20, -0.15, -0.10], [0.31, 0.21, 0.13], [-0.05, 0.04, 0.17], [0.05, -0.04, -0.03], [0.11, 0.05, -0.01], [0.01, -0.18, -0.13], [-0.03, -0.10, 0.01], [-0.06, 0.00, -0.06], [-0.12, -0.24, 0.34], [-0.04, -0.06, 0.02], [0.00, -0.17, -0.12], [-0.05, 0.41, 0.09], [0.38, 0.08, 0.31], [-0.05, 0.01, -0.05], [0.15, -0.02, 0.01], [0.04, 0.81, 0.15], [0.07, -0.11, -0.06], [-0.03, 0.17, -0.01], [0.11, 0.06, 0.19], [-0.11, -0.11, -0.05], [-0.03, 0.23, -0.05], [0.00, -0.51, -0.12], [-0.16, -0.08, -0.12], [0.17, 0.06, 0.03], [-0.19, -0.19, -0.01], [-0.17, 0.21, 0.22], [0.09, 0.05, -0.06], [-0.03, 0.10, -0.03], [-0.04, -0.39, 0.13], [0.06, -0.04, 0.07], [-0.06, 0.12, -0.20], [-0.03, 0.10, -0.01], [-0.01, -0.02, 0.07], [0.05, -0.04, -0.06], [-0.09, -0.01, -0.06], [0.05, 0.04, 0.02], [-0.04, 0.04, -0.03], [0.06, -0.05, 0.07]], "mulliken_charge": [0.447, 0.366, 0.395, 1.382, 0.594, -0.246, 0.428, 0.528, 0.171, -0.057, -0.575, -0.610, -0.762, -1.857, 0.001, 0.446, 0.231, 0.322, -0.922, -0.231, -0.011, -1.777, 0.729, 0.398, 0.602, 0.449, 0.357, 0.204, 0.332, -1.770, 0.211, 1.341, 0.438, -0.211, -0.274, 0.576, -1.630, -0.351, 0.451, -0.749, 0.635, -0.612, -0.581, 0.666, -0.406, 0.380, 0.476, 0.357, 0.322, -0.308, -0.596, 0.401, 0.352, -0.504, 0.443, -0.739, 0.349]}

# 2
{"formula": "C25H23Cl2N7OPdS", "method": "ωB97M-V/def2-TZVPD", "energy_ha": -2870.9780, "de_lowest_kcal_mol": 17.8, "fmax_ev_per_a": 3.4, "gap_ev": [4.89, 4.76], "symbols": ["C", "C", "N", "C", "C", "Cl", "C", "H", "C", "C", "N", "C", "H", "H", "C", "H", "H", "C", "H", "C", "C", "C", "C", "C", "S", "H", "N", "N", "Pd", "H", "C", "H", "H", "C", "H", "O", "H", "H", "C", "C", "H", "Cl", "C", "C", "C", "H", "N", "H", "N", "C", "C", "H", "H", "H", "H", "N", "H", "H", "H", "C"], "positions_angstrom": [[-3.957, -0.063, 2.276], [5.755, 0.939, -0.619], [-3.402, -1.065, 1.442], [-2.816, 3.961, -1.834], [-1.353, 2.303, 1.614], [-0.960, 0.007, 2.066], [-5.856, 0.740, 3.544], [-6.861, 0.580, 3.903], [-2.682, 4.666, -0.584], [1.354, -0.541, 2.338], [0.995, 0.648, 2.784], [-1.911, 1.898, -0.878], [-5.628, 2.656, 4.476], [5.752, -0.103, -0.308], [3.653, -3.214, -1.546], [-3.211, 4.499, -2.687], [-2.058, -2.130, -1.982], [-5.159, 1.899, 3.860], [3.579, -4.090, -2.187], [-1.776, 2.632, 0.399], [-3.333, 1.108, 2.623], [3.283, 0.758, -0.688], [1.051, -3.101, -1.716], [-1.234, -2.833, -1.956], [1.805, 1.667, -0.619], [6.419, 1.486, 0.054], [-0.033, -2.300, -1.766], [3.467, -0.531, -0.952], [0.418, -0.327, -0.794], [6.277, 2.094, -2.380], [6.236, 1.051, -2.060], [-3.304, 3.002, 3.619], [-2.541, 2.153, -2.924], [-0.337, -5.028, -2.057], [1.564, 1.479, 2.702], [-1.584, 0.724, -1.043], [-2.070, 4.552, 1.441], [3.959, -3.540, -0.548], [-3.860, 2.102, 3.389], [-2.458, 2.671, -1.979], [4.283, 2.452, -0.327], [-6.162, -1.662, 2.374], [2.367, -2.449, -1.484], [0.920, -4.480, -1.863], [-1.441, -4.194, -2.111], [5.554, 0.515, -2.721], [4.414, 1.460, -0.429], [0.021, -2.244, 1.570], [2.319, -1.193, -1.211], [-5.264, -0.232, 2.751], [0.298, -1.246, 1.850], [-2.439, -4.581, -2.262], [7.234, 0.621, -2.169], [1.789, -5.119, -1.810], [-0.450, -6.100, -2.162], [-2.256, -1.190, 1.138], [4.437, -2.560, -1.921], [-2.986, 5.701, -0.521], [2.357, -0.956, 2.393], [-2.180, 4.044, 0.493]], "forces_ev_per_a": [[-1.17, 0.71, 1.05], [0.15, -0.02, -0.04], [0.78, 0.14, -0.57], [-0.12, 0.97, 0.68], [-0.61, -0.81, 2.37], [-1.00, -0.70, -0.10], [0.00, -0.21, -0.11], [-0.02, 0.00, 0.01], [-0.47, 0.05, -1.14], [0.75, 0.40, 0.48], [0.52, 0.22, 0.11], [-0.68, 3.04, 0.75], [-0.17, 0.00, 0.05], [-0.02, 0.02, 0.05], [0.03, 0.17, -0.07], [0.00, 0.02, 0.00], [0.02, -0.01, 0.09], [0.30, 0.41, 0.13], [-0.05, 0.06, 0.00], [-0.71, 0.65, -2.69], [2.76, 0.26, -1.85], [0.87, -0.38, 0.01], [0.23, -0.08, -0.04], [-0.29, 0.16, -0.03], [-0.93, -1.17, 0.05], [-0.04, 0.00, -0.02], [0.09, 0.32, 0.80], [-0.28, 0.52, -0.04], [1.42, 0.52, -1.60], [0.00, -0.01, 0.00], [-0.04, 0.01, 0.00], [0.03, 0.10, 0.02], [-0.05, 0.00, -0.04], [-0.12, 0.04, -0.01], [0.52, -0.34, 0.21], [1.62, -2.94, -0.01], [0.06, 0.00, 0.00], [-0.07, 0.04, 0.01], [-1.24, -0.47, 0.39], [0.43, -0.90, 0.54], [0.09, 0.06, 0.09], [-0.23, -0.29, -0.04], [-0.60, -0.35, -0.14], [0.11, 0.15, -0.01], [0.17, -0.02, -0.06], [0.01, 0.00, -0.02], [-0.57, -0.02, -0.10], [-0.02, -0.11, 0.26], [-1.30, 0.75, 0.95], [0.07, -0.04, -0.01], [-0.41, 0.38, -0.74], [0.02, 0.04, 0.01], [-0.03, 0.01, 0.02], [-0.01, 0.02, 0.01], [0.00, 0.02, 0.01], [-0.71, -0.26, 0.38], [0.00, -0.01, 0.01], [-0.03, 0.00, -0.02], [0.22, -0.02, -0.21], [0.69, -1.06, 0.19]], "mulliken_charge": [0.286, -0.417, -0.552, -0.401, -0.971, 0.382, -0.677, 0.409, -0.524, -0.320, -0.542, 0.252, 0.378, 0.247, -1.562, 0.389, 0.457, -0.268, 0.486, 1.614, 0.313, 0.551, 0.410, -0.135, -0.386, 0.407, -0.205, -0.537, 0.475, 0.315, -1.077, 0.370, 0.421, -0.456, 0.171, -0.289, 0.425, 0.292, -1.149, -0.826, 0.207, -0.218, 0.715, -0.597, -0.701, 0.306, -0.173, 0.630, 0.263, 0.834, -0.821, 0.410, 0.335, 0.295, 0.420, 0.112, 0.370, 0.394, 0.388, -0.927]}

# 3
{"formula": "C25H23ClCrOP", "method": "ωB97M-V/def2-TZVPD", "energy_ha": -2887.7383, "s2": 3.840, "multiplicity": 4, "de_lowest_kcal_mol": 0.0, "fmax_ev_per_a": 2.3, "gap_ev": [8.05, 7.93], "symbols": ["H", "C", "Cl", "C", "H", "C", "H", "C", "C", "H", "H", "H", "C", "H", "C", "C", "H", "C", "C", "O", "C", "H", "H", "H", "C", "H", "C", "H", "H", "C", "C", "C", "C", "H", "C", "H", "C", "C", "C", "H", "H", "C", "C", "H", "Cr", "P", "H", "H", "C", "H", "H", "C"], "positions_angstrom": [[1.037, 4.108, -1.511], [1.551, 2.546, 0.722], [-1.544, 1.970, 2.060], [-3.988, -2.491, -1.051], [1.900, -0.460, 4.624], [-1.603, 2.083, -1.782], [4.055, -1.765, -3.423], [3.249, -1.496, -2.754], [-1.608, -2.219, -1.265], [4.300, -2.096, -0.984], [0.014, -4.042, 3.235], [-0.669, -2.548, -1.687], [2.072, -0.958, -3.261], [-4.967, -1.096, 0.254], [-0.060, -2.365, 1.910], [3.385, -1.683, -1.387], [1.154, 3.246, 2.702], [1.000, -0.350, 2.689], [0.297, -3.009, 3.084], [2.536, 2.003, 0.246], [1.170, -0.805, -1.027], [-1.107, 4.973, -0.160], [-3.033, 3.131, -0.441], [2.468, -1.485, 0.538], [-1.056, 4.095, -0.778], [1.280, -2.829, 4.983], [1.698, 3.576, 1.793], [1.273, 0.680, 2.538], [0.130, -0.194, -2.808], [1.004, -2.327, 4.064], [1.354, -1.000, 3.862], [0.070, 3.638, -1.495], [-2.776, -2.894, -1.590], [2.768, 3.731, 2.048], [-1.643, -1.124, -0.403], [-2.896, 0.106, 0.828], [-2.864, -0.728, 0.142], [-4.027, -1.411, -0.179], [2.353, -1.342, -0.526], [-2.735, -3.739, -2.264], [-4.898, -3.019, -1.304], [-2.076, 3.116, -0.932], [0.294, -1.032, 1.703], [-2.164, 1.224, -2.104], [-0.355, 2.050, 0.017], [-0.130, -0.219, 0.115], [1.957, -0.811, -4.326], [-0.621, -2.904, 1.160], [1.043, -0.607, -2.403], [0.395, 1.835, -2.777], [1.267, 4.535, 1.440], [-0.253, 2.402, -2.134]], "forces_ev_per_a": [[0.06, 0.09, -0.15], [0.01, -0.75, -0.52], [0.45, 0.11, -0.42], [0.05, 0.02, 0.02], [0.02, 0.00, 0.02], [0.02, 0.69, -0.26], [0.01, 0.00, 0.00], [-0.03, 0.02, 0.07], [0.01, 0.10, 0.01], [0.02, 0.00, 0.00], [0.00, -0.01, 0.00], [0.08, -0.02, -0.03], [-0.01, -0.02, 0.00], [-0.02, 0.01, 0.01], [0.05, 0.08, 0.02], [0.03, -0.02, -0.06], [0.08, 0.31, -0.51], [-0.05, -0.18, -0.08], [0.01, 0.01, 0.05], [-0.31, 0.11, 0.08], [0.07, -0.01, 0.14], [0.00, 0.04, 0.10], [-0.06, 0.00, 0.01], [0.05, -0.02, 0.05], [-0.02, -0.97, 0.00], [0.00, 0.01, 0.00], [0.41, 0.64, 0.77], [0.02, 0.16, 0.01], [-0.07, -0.08, -0.02], [-0.01, 0.00, -0.07], [0.03, 0.07, 0.02], [0.15, -0.19, -0.40], [-0.03, 0.00, -0.01], [-0.53, -0.08, -0.19], [0.10, 0.01, 0.01], [-0.02, 0.09, 0.06], [0.04, 0.00, -0.02], [-0.03, -0.02, -0.03], [-0.08, 0.03, -0.13], [0.00, -0.01, -0.01], [-0.01, 0.00, 0.00], [-0.12, 0.02, -0.53], [-0.12, 0.06, -0.17], [-0.06, -0.11, 0.00], [-0.30, 1.64, 1.59], [0.31, -1.79, -0.02], [0.00, 0.01, -0.02], [-0.02, -0.02, -0.05], [0.02, -0.16, 0.06], [0.09, 0.08, 0.03], [0.06, -0.47, 0.32], [-0.32, 0.54, 0.22]], "mulliken_charge": [0.499, 0.915, -0.438, -0.547, 0.436, -0.662, 0.393, -0.594, -0.219, 0.420, 0.426, 0.449, -1.062, 0.436, -0.308, -0.684, 0.225, -0.003, -0.772, -0.597, 0.459, 0.443, 0.478, 0.377, -0.203, 0.380, -1.248, 0.149, 0.977, -0.547, -0.695, -0.985, -0.689, 0.360, 0.194, 0.350, -0.388, -0.696, -0.608, 0.421, 0.375, -0.651, 0.050, 0.672, -0.291, 2.163, 0.417, 0.372, -0.660, 0.718, 0.242, -0.251]}

# 4
{"formula": "C25H23ClNO2RhSeSi", "method": "ωB97M-V/def2-TZVPD", "energy_ha": -4433.2677, "s2": 6.043, "multiplicity": 5, "de_lowest_kcal_mol": 0.0, "fmax_ev_per_a": 3.9, "gap_ev": [4.74, 4.85], "symbols": ["C", "C", "C", "H", "C", "H", "C", "H", "H", "O", "H", "H", "C", "C", "H", "H", "H", "H", "C", "C", "Cl", "H", "C", "H", "H", "H", "C", "C", "C", "H", "C", "Si", "H", "C", "C", "Se", "C", "H", "N", "H", "C", "C", "H", "Rh", "H", "H", "C", "C", "O", "H", "H", "C", "C", "C", "C"], "positions_angstrom": [[5.685, 16.074, 9.368], [13.756, 11.576, 9.495], [10.242, 10.406, 16.221], [6.492, 15.000, 6.201], [7.012, 13.942, 8.009], [5.800, 6.880, 10.955], [6.359, 15.078, 10.076], [14.551, 11.227, 8.860], [14.776, 13.363, 10.179], [7.656, 13.174, 11.513], [7.059, 9.137, 15.603], [6.346, 15.029, 11.138], [7.758, 13.083, 10.267], [8.245, 9.161, 10.835], [10.878, 12.733, 11.858], [12.955, 14.107, 11.623], [11.220, 10.757, 15.890], [8.590, 13.225, 14.883], [11.501, 8.687, 9.144], [7.038, 8.665, 11.241], [4.889, 17.127, 6.938], [6.503, 10.568, 14.743], [12.653, 10.744, 9.650], [9.381, 6.942, 8.585], [7.486, 13.074, 7.541], [10.028, 10.902, 17.191], [6.698, 7.446, 10.693], [8.932, 12.415, 14.194], [11.717, 12.396, 11.249], [6.904, 10.771, 16.479], [7.005, 14.035, 9.402], [8.873, 10.773, 14.957], [13.570, 9.144, 8.637], [10.415, 9.205, 9.933], [11.598, 11.169, 10.500], [9.488, 9.381, 13.293], [5.729, 15.983, 7.945], [6.396, 9.185, 12.013], [10.438, 10.422, 10.494], [8.337, 12.525, 13.295], [13.890, 12.744, 10.248], [9.142, 8.517, 10.038], [5.106, 16.861, 9.863], [8.744, 10.927, 11.382], [7.180, 5.856, 9.335], [11.345, 7.771, 8.582], [12.623, 9.454, 9.068], [8.752, 7.369, 9.358], [8.471, 12.166, 9.645], [9.942, 12.676, 13.923], [10.337, 9.355, 16.474], [6.430, 14.965, 7.300], [12.858, 13.176, 11.115], [7.155, 10.218, 15.551], [7.514, 6.839, 9.718]], "forces_ev_per_a": [[-0.04, -0.42, -1.26], [0.16, 0.40, 0.99], [-0.44, 0.72, 0.64], [-0.19, -0.15, 0.65], [0.40, -0.18, 0.88], [0.14, 0.55, 0.11], [-0.45, 0.19, -1.35], [0.27, 0.08, -0.18], [0.01, -0.11, -0.17], [0.44, -0.59, -0.60], [0.01, 0.01, 0.40], [0.07, 0.22, 0.66], [0.30, -0.90, -1.27], [-0.67, 1.65, 1.25], [0.16, -0.11, -0.06], [0.04, 0.46, 0.41], [-0.01, 0.04, -0.10], [0.19, -0.52, -0.32], [-0.85, 0.89, 0.70], [-1.49, -0.26, 1.00], [0.08, 0.07, 0.28], [-0.26, -0.03, 0.22], [0.04, 1.09, 1.22], [-0.13, -0.18, 0.21], [-0.05, 0.50, 0.08], [0.08, -0.02, -0.47], [-0.66, -1.01, -0.41], [-0.45, 1.62, 0.90], [-0.24, -1.10, -0.99], [-0.03, -0.61, -0.42], [0.17, 0.29, 0.36], [-0.02, -1.13, 1.46], [-0.34, -0.26, -0.39], [-0.21, -3.06, -2.48], [-0.05, 1.10, -0.12], [0.03, -0.42, -0.82], [0.23, -0.03, 1.25], [0.76, -0.62, -1.10], [1.98, 1.12, 1.04], [-0.24, -0.05, 0.06], [-0.64, 0.37, 0.23], [2.66, 0.46, -1.38], [0.34, -0.34, -0.27], [-0.84, 0.53, 0.84], [0.26, 0.80, -0.02], [0.34, -0.03, 0.40], [0.25, -0.82, -0.67], [-1.07, -0.66, 0.18], [-1.46, 1.25, 1.52], [0.59, 0.03, -0.08], [-0.14, -0.25, -0.25], [-0.45, 0.37, -1.13], [0.39, -1.32, -1.10], [0.60, 1.05, -0.50], [0.41, -0.67, -0.01]], "mulliken_charge": [-0.656, -0.850, -1.128, 0.358, -0.303, 0.381, -0.385, 0.371, 0.361, -0.888, 0.350, 0.437, 1.137, 0.018, 0.265, 0.457, 0.344, 0.421, -1.189, -0.224, -0.214, 0.279, 1.075, 0.417, 0.417, 0.329, -0.645, -0.407, -0.348, 0.327, 0.103, 0.411, 0.366, 0.713, 0.247, -0.048, 0.411, 0.318, 0.298, -0.030, -0.558, 1.108, 0.384, 0.057, 0.337, 0.293, -0.907, -0.849, -0.777, 0.241, 0.349, -0.573, -0.837, -0.999, -0.563]}

- What is the formula in the second record?
  C25H23Cl2N7OPdS